Record 1
Formula: C57H107HfN3O15
Source: the OMol25 dataset
Level of theory: ωB97M-V/def2-TZVPD

net charge = +2
orbital gap = 4.200 eV
maximum force = 7.91 eV/A

Each line ends with the Löwdin charge.
Cartesian coordinates (Å):
Hf: 1.5024 -13.0323 -5.5238  2.07
C: 0.8354 -8.3678 -4.2757  -0.01
C: 0.8496 -8.0966 -5.7832  -0.38
C: 1.6422 -6.7070 -6.0083  -0.11
C: 1.9362 -6.4666 -7.4601  -0.18
C: 2.7111 -7.6536 -8.0557  -0.12
C: 1.9347 -8.9939 -7.9451  -0.39
N: 1.5679 -9.2117 -6.4865  -0.07
O: 1.1375 -10.5676 -6.1843  -0.26
C: 2.9316 -10.0703 -8.5040  -0.02
C: 0.6641 -8.9418 -8.8923  -0.01
C: -0.6141 -7.7680 -6.3611  -0.01
H: 0.0584 -9.1070 -4.0809  0.05
H: 0.5559 -7.4697 -3.7249  0.07
H: 1.7949 -8.6617 -3.8503  0.06
H: 2.5274 -6.7065 -5.3722  0.10
H: 1.0284 -5.8652 -5.6876  0.11
H: 2.4828 -5.5379 -7.6236  0.11
H: 1.0658 -6.2407 -8.0763  0.08
H: 3.6900 -7.6829 -7.5773  0.10
H: 2.9859 -7.4413 -9.0889  0.10
H: 3.4183 -9.7692 -9.4317  0.09
H: 2.4866 -11.0577 -8.6271  0.03
H: 3.7608 -10.2567 -7.8216  0.07
H: -0.0799 -9.7003 -8.6489  0.07
H: 0.8021 -8.9728 -9.9731  0.07
H: 0.1189 -8.0197 -8.6906  0.04
H: -0.7329 -6.9257 -7.0426  0.05
H: -1.1231 -7.4598 -5.4478  0.05
H: -1.0735 -8.6259 -6.8522  0.07
C: -3.5539 -14.8949 -3.4836  -0.02
C: -3.2336 -14.5911 -4.9591  -0.46
C: -4.5231 -14.4464 -5.7940  -0.15
C: -5.2436 -13.1518 -5.5209  -0.18
C: -4.3319 -11.9174 -5.6540  -0.12
C: -2.9855 -12.0306 -4.8298  -0.46
N: -2.4126 -13.3571 -5.1217  -0.05
O: -0.9708 -13.5158 -5.0059  -0.28
C: -3.3772 -11.8278 -3.3961  -0.03
C: -2.1300 -10.8731 -5.4165  -0.03
C: -2.6856 -15.9225 -5.5581  -0.05
H: -2.6628 -14.6908 -2.8900  0.09
H: -3.7908 -15.9510 -3.3548  0.09
H: -4.4035 -14.3788 -3.0364  0.08
H: -5.2673 -15.2118 -5.5736  0.13
H: -4.3630 -14.5316 -6.8688  0.12
H: -5.6429 -13.1054 -4.5078  0.10
H: -6.1397 -12.9810 -6.1175  0.12
H: -5.0191 -11.1559 -5.2853  0.12
H: -4.1226 -11.6753 -6.6960  0.11
H: -4.3533 -12.1355 -3.0209  0.09
H: -3.2778 -10.7664 -3.1689  0.09
H: -2.6480 -12.2779 -2.7225  0.07
H: -1.8177 -10.9916 -6.4541  0.06
H: -1.1965 -10.8273 -4.8556  0.04
H: -2.6319 -9.9092 -5.3315  0.08
H: -1.8624 -16.3875 -5.0156  0.08
H: -2.4730 -15.8572 -6.6252  0.07
H: -3.4783 -16.6705 -5.5660  0.09
C: -3.4460 -6.0673 -6.1713  -0.08
C: -3.9132 -7.1976 -5.5513  -0.10
C: -5.1458 -7.6833 -5.8436  -0.01
C: -5.9635 -7.0633 -6.7878  -0.11
C: -5.4476 -5.9533 -7.5259  0.03
C: -4.1824 -5.4570 -7.1973  -0.05
N: -7.2279 -7.7189 -7.1529  -0.33
O: -7.6172 -8.7347 -6.5637  0.06
O: -7.8913 -7.1718 -8.0329  0.08
H: -2.4863 -5.6613 -5.8875  0.09
H: -3.2760 -7.7057 -4.8427  0.09
H: -5.4939 -8.5833 -5.3584  0.11
H: -6.0045 -5.5144 -8.3404  0.12
H: -3.7635 -4.6154 -7.7289  0.10
C: -0.3523 -10.6421 -1.9967  0.00
C: 0.9739 -11.1011 -2.4263  -0.42
O: 1.1235 -11.7166 -3.4999  -0.11
C: 2.0611 -10.8345 -1.4243  0.03
H: -0.3465 -9.7500 -1.3703  0.11
H: -0.7906 -11.4348 -1.3905  0.12
H: -0.9275 -10.3512 -2.8757  0.06
H: 1.6587 -10.6901 -0.4216  0.10
H: 2.5617 -9.9230 -1.7509  0.09
H: 2.7623 -11.6690 -1.4206  0.10
C: -1.8776 -12.7068 -8.6337  0.01
C: -0.3694 -12.6831 -8.6736  -0.36
O: 0.2738 -12.9519 -7.6368  -0.12
C: 0.3896 -12.6289 -10.0263  0.02
H: -2.2881 -13.2252 -9.5002  0.10
H: -2.3665 -11.7328 -8.6177  0.10
H: -2.1945 -13.3386 -7.8039  0.07
H: 0.2772 -13.6500 -10.3908  0.11
H: 1.4081 -12.2560 -9.9183  0.04
H: -0.2008 -11.9607 -10.6532  0.06
C: 5.7445 -7.1378 -12.0920  -0.03
C: 5.1044 -5.8246 -12.1780  -0.48
O: 5.7892 -4.8614 -12.5601  0.07
C: 3.6618 -5.7607 -11.8034  -0.02
H: 5.1759 -7.8359 -12.7064  0.08
H: 5.7461 -7.4014 -11.0344  0.06
H: 6.7946 -7.1825 -12.3807  0.10
H: 2.9876 -6.2288 -12.5206  0.07
H: 3.3292 -4.7227 -11.7881  0.10
H: 3.4844 -6.1710 -10.8093  0.06
C: 0.1845 -10.1553 -13.0169  -0.01
C: 1.5623 -9.5439 -13.0753  -0.50
O: 1.6730 -8.4096 -13.4466  0.08
C: 2.8091 -10.3741 -12.8354  0.00
H: -0.0164 -10.8280 -13.8506  0.10
H: -0.5677 -9.3676 -13.0609  0.09
H: 0.0557 -10.7432 -12.1082  0.04
H: 2.9102 -11.0321 -13.6985  0.10
H: 2.8169 -10.8515 -11.8555  0.05
H: 3.6633 -9.6989 -12.8844  0.07
C: -1.2656 -3.7099 -1.0794  -0.01
C: -2.0730 -4.7111 -1.8996  -0.48
O: -3.2686 -4.8120 -1.8241  0.09
C: -1.2554 -5.6980 -2.7332  -0.03
H: -0.7465 -4.3263 -0.3455  0.09
H: -2.0003 -3.0811 -0.5765  0.08
H: -0.6116 -3.0484 -1.6476  0.08
H: -0.2543 -5.3085 -2.9181  0.04
H: -1.6694 -5.8608 -3.7283  0.05
H: -1.1382 -6.6752 -2.2648  0.08
C: 3.6978 -13.5337 -9.4278  0.02
C: 4.1608 -13.1181 -7.9812  -0.32
O: 3.2749 -12.8599 -7.1447  -0.13
C: 5.6571 -12.7799 -7.7800  0.03
H: 3.5404 -12.7602 -10.1795  0.08
H: 2.7666 -14.0992 -9.3930  0.08
H: 4.4454 -14.2108 -9.8411  0.09
H: 6.2813 -13.3666 -8.4540  0.10
H: 6.0182 -12.9894 -6.7731  0.08
H: 5.8178 -11.7396 -8.0629  0.09
C: 7.8440 -8.1716 -8.8690  0.02
C: 6.8274 -8.1505 -7.7086  -0.49
O: 6.4437 -9.1665 -7.2264  0.05
C: 6.4670 -6.8090 -7.1214  -0.01
H: 8.2761 -9.1722 -8.8768  0.09
H: 8.5695 -7.3613 -8.7968  0.10
H: 7.1605 -8.0773 -9.7127  0.06
H: 5.7964 -6.9493 -6.2736  0.06
H: 6.0189 -6.1476 -7.8630  0.09
H: 7.3176 -6.4111 -6.5681  0.10
C: 4.4213 -9.1954 -4.5572  -0.01
C: 4.5741 -10.6965 -4.6485  -0.45
O: 3.6300 -11.4536 -4.6624  -0.04
C: 5.9829 -11.1531 -4.6995  0.00
H: 3.8424 -8.9136 -3.6777  0.05
H: 3.7658 -8.8695 -5.3648  0.07
H: 5.3258 -8.5876 -4.5835  0.08
H: 6.5775 -10.4429 -4.1249  0.11
H: 6.2054 -11.1816 -5.7661  0.06
H: 6.1171 -12.2084 -4.4619  0.10
C: 0.3160 -6.3046 -11.1213  -0.02
C: -0.7876 -5.3752 -10.8066  -0.43
O: -1.0444 -4.3984 -11.5475  0.06
C: -1.6518 -5.5924 -9.5380  -0.02
H: 1.0420 -5.8443 -11.7915  0.07
H: -0.2603 -7.0756 -11.6326  0.10
H: 0.8403 -6.8027 -10.3057  0.05
H: -2.3474 -4.7621 -9.4158  0.07
H: -1.0619 -5.6428 -8.6229  0.05
H: -2.2965 -6.4712 -9.5267  0.09
C: 3.5164 -2.3330 -3.3170  -0.01
C: 2.4491 -3.0824 -4.0855  -0.48
O: 1.5081 -3.5801 -3.5005  0.04
C: 2.6468 -3.0631 -5.5950  -0.01
H: 3.6197 -2.8325 -2.3537  0.07
H: 3.3123 -1.2697 -3.1911  0.10
H: 4.4096 -2.3865 -3.9393  0.08
H: 2.5414 -2.0624 -6.0139  0.10
H: 1.9538 -3.6999 -6.1449  0.06
H: 3.6235 -3.5385 -5.6852  0.08
C: 4.1265 -6.2304 -2.8477  -0.01
C: 4.2400 -5.5437 -1.5017  -0.48
O: 5.0394 -4.6514 -1.3266  0.07
C: 3.1786 -5.8007 -0.4575  -0.01
H: 4.3231 -7.3019 -2.8092  0.05
H: 4.8970 -5.7920 -3.4819  0.09
H: 3.1003 -6.0499 -3.1680  0.07
H: 2.1932 -5.8752 -0.9174  0.07
H: 3.1067 -5.0101 0.2895  0.10
H: 3.2962 -6.8029 -0.0453  0.08

Cartesian forces (eV/Å) of the 6 atoms listed first:
-3.838 6.799 -1.296
-0.793 0.022 -0.234
0.155 1.463 -1.267
-0.749 -1.216 0.036
0.879 -0.139 -1.001
-0.459 0.658 0.302

Record 2
Formula: C11H14BCdN7O
Source: the OMol25 dataset
Level of theory: ωB97M-V/def2-TZVPD

net charge = +2
orbital gap (spin up / spin down) = 5.199 / 3.563 eV
maximum force = 3.61 eV/A

Each line ends with the natural charge from an NBO analysis.
Cartesian coordinates (Å):
C: -0.4024 3.0524 0.7453  0.02
N: -0.2751 1.8170 0.2233  -0.41
N: 0.0757 1.9534 -1.1111  -0.26
C: 0.1648 3.2639 -1.4202  0.04
C: -0.1305 3.9957 -0.2656  -0.15
B: 0.2792 0.6824 -2.0056  0.54
N: 1.3814 -0.2137 -1.3734  -0.28
N: 1.3244 -0.6082 -0.0563  -0.40
C: 2.3949 -1.3909 0.1726  0.00
C: 3.1576 -1.4843 -1.0104  -0.18
C: 2.4775 -0.7305 -1.9639  0.03
Cd: -0.6617 -0.2208 1.2561  1.71
N: -1.0368 -0.1343 -1.9393  -0.33
N: -1.5719 -0.5591 -0.7391  -0.48
C: -2.6789 -1.2795 -1.0277  0.01
C: -2.8758 -1.2641 -2.4235  -0.28
C: -1.8031 -0.5589 -2.9601  0.04
H: -3.2763 -1.7772 -0.2633  0.24
H: -1.5115 -0.3185 -3.9737  0.26
H: -3.6900 -1.6908 -2.9732  0.27
H: 0.5512 0.9805 -3.1307  0.01
H: 2.6617 -0.5315 -3.0082  0.26
H: 0.4188 3.5782 -2.4272  0.27
H: 4.0635 -2.0261 -1.1685  0.27
H: -0.1522 5.0585 -0.1775  0.27
H: 2.5961 -1.8464 1.1368  0.24
H: -0.6793 3.2097 1.7856  0.25
H: -1.2362 -3.0446 1.3813  0.24
C: -0.8114 -2.2722 2.0374  -0.71
H: 0.2503 -2.5189 2.2097  0.24
H: 1.6598 -1.1874 5.1978  0.44
H: -1.3175 -2.3260 3.0115  0.25
O: -0.5050 0.8689 6.0305  -0.45
C: 0.2213 0.1242 5.4603  0.88
N: 0.9372 -0.6008 4.7705  -0.86

Cartesian forces (eV/Å) of the 6 atoms listed first:
0.238 -1.674 -0.879
-0.362 1.470 1.704
0.226 0.802 -0.199
-0.016 -1.364 0.220
0.076 0.106 -0.217
-0.452 -0.350 0.332

Record 3
Formula: C18H31Cl2N2O4Sm
Source: the OMol25 dataset
Level of theory: ωB97M-V/def2-TZVPD

expectation value of S² = 8.881
spin multiplicity = 6
orbital gap (spin up / spin down) = 5.436 / 5.724 eV
maximum force = 3.12 eV/A

Each line ends with the natural charge from an NBO analysis.
Cartesian coordinates (Å):
O: -1.5424 1.3629 -1.6473  -0.53
C: -1.2669 1.8216 -2.7480  0.43
C: -2.1510 2.6106 -3.6675  -0.18
C: -3.3411 3.1051 -3.1078  -0.16
H: -3.4290 3.1572 -2.0167  0.22
C: -4.4201 3.4757 -3.9193  -0.21
H: -5.3684 3.7580 -3.4417  0.22
C: -4.2844 3.4532 -5.3187  -0.19
H: -5.1546 3.6981 -5.9408  0.22
C: -3.0336 3.1357 -5.8841  -0.22
H: -2.9322 3.1784 -6.9729  0.22
C: -1.9651 2.7391 -5.0658  -0.17
H: -0.9805 2.5204 -5.4827  0.22
H: -0.2740 1.6317 -3.1800  0.13
C: -0.8263 -3.1941 -1.6991  -0.68
C: 0.0824 -3.0862 -0.5515  -0.29
H: -0.8287 -4.2036 -2.1466  0.17
H: -0.6193 -2.4636 -2.4954  0.21
H: -1.8444 -2.9582 -1.3561  0.22
C: 0.8444 -4.0039 -0.0021  -0.31
C: 0.8705 -5.4900 -0.3509  -0.65
H: 1.5172 -3.7670 0.8345  0.15
H: 0.2181 -5.7193 -1.1988  0.20
H: 0.5193 -6.0783 0.5065  0.19
H: 1.8786 -5.8241 -0.6194  0.19
Sm: 0.1471 -0.6744 0.9953  1.63
Cl: -2.4557 -0.9378 1.3765  -0.69
Cl: 1.3156 -0.1806 -1.2259  -0.65
H: -2.1472 3.4672 1.2391  0.21
H: -3.1842 3.4090 3.4654  0.21
C: -1.6669 2.4911 1.3590  -0.44
C: -2.8831 2.3613 3.5702  -0.40
N: -1.6698 2.1388 2.7884  -0.36
H: -0.6305 2.5331 0.9979  0.23
C: -0.6703 1.4347 3.3151  0.56
O: 0.3038 0.9890 2.6217  -0.74
H: -2.6543 2.1375 4.6175  0.21
H: -0.7284 1.2477 4.4061  0.16
H: -2.2014 1.7343 0.7685  0.27
H: -3.6770 1.6852 3.2236  0.23
H: 5.8858 -1.2927 2.1793  0.20
H: 6.0045 1.2154 1.4605  0.20
C: 5.2561 -1.4619 1.2949  -0.42
C: 5.3670 0.9478 0.6069  -0.40
N: 4.5522 -0.2278 0.9366  -0.39
H: 4.5078 -2.2300 1.5061  0.25
C: 3.2471 -0.1204 1.1278  0.56
O: 2.5040 -1.0036 1.6518  -0.72
H: 4.7373 1.8116 0.3701  0.22
H: 2.7912 0.8029 0.7262  0.17
H: 5.8918 -1.7758 0.4589  0.21
H: 6.0116 0.7481 -0.2573  0.21
C: 1.0766 -2.2777 3.8348  -0.24
O: 0.0685 -2.2685 2.8035  -0.76
H: 0.6507 -2.7011 4.7470  0.18
H: 1.4123 -1.2499 4.0069  0.19
H: 1.9107 -2.8686 3.4433  0.20
H: -0.7414 -2.7432 3.0565  0.52

Cartesian forces (eV/Å) of the 6 atoms listed first:
-0.323 1.123 -1.370
0.708 -0.225 0.254
-1.248 0.305 0.341
-0.441 -0.169 -0.262
-0.053 -0.315 -0.453
0.298 0.100 -0.014